Formula: C32H73FN2O15P3
Source: the Open Molecules 2025 dataset
Level of theory: wB97M-V/def2-TZVPD

The geometry in ORCA input format:
```
! RIJCOSX wB97M-V def2-TZVPD def2/J DEFGRID3
* xyz 1 1
C 8.4832 -6.1762 -5.6673
O 8.1454 -4.9759 -4.8933
C 7.0552 -4.3059 -5.5742
C 6.7706 -2.8398 -4.9799
C 5.2310 -2.3991 -5.3021
C 5.0652 -0.8127 -5.5297
C 4.5540 -0.3940 -6.9914
C 3.1690 -1.0723 -7.4394
C 1.8505 -0.2924 -6.9073
C 0.7358 -1.2671 -6.2834
C 1.2870 -2.2795 -5.1483
C 1.5200 -3.7895 -5.6571
C 0.3451 -4.8112 -5.2521
N 0.2693 -5.9386 -6.2918
C 1.6880 -6.4879 -6.3646
O 2.1092 -7.0848 -5.3650
N 2.4188 -6.1918 -7.6032
C 3.0356 -7.3738 -8.2066
O 3.1858 -8.4863 -7.6937
F 3.5184 -7.1987 -9.5454
H 7.5431 -6.7492 -6.0004
H 9.0622 -5.8280 -6.6042
H 9.1205 -6.9065 -5.0666
H 7.3485 -4.2203 -6.6930
H 6.1380 -5.0096 -5.4955
H 6.9271 -2.8418 -3.8468
H 7.5071 -2.0940 -5.4464
H 4.6086 -2.7416 -4.3858
H 4.9190 -3.0343 -6.2057
H 4.3212 -0.4260 -4.7541
H 6.0890 -0.3202 -5.3458
H 5.3433 -0.5662 -7.8171
H 4.3805 0.7463 -6.9689
H 3.1887 -2.1638 -7.1000
H 3.1359 -1.0818 -8.5972
H 2.1583 0.5267 -6.1501
H 1.3879 0.2133 -7.8299
H -0.0616 -0.5977 -5.7768
H 0.2378 -1.9193 -7.1029
H 2.2874 -1.8543 -4.7499
H 0.5569 -2.2529 -4.2662
H 1.5180 -3.7428 -6.8174
H 2.5623 -4.1104 -5.2673
H 0.6242 -5.2969 -4.2400
H -0.6777 -4.3128 -5.0998
H 0.0685 -5.4533 -7.1924
H -0.4269 -6.6626 -6.0490
H 3.0616 -5.3896 -7.5186
O -0.1001 -0.8085 -1.2571
P -0.7910 0.1701 -0.2975
O -1.6220 -1.0455 0.4863
C -0.9567 -2.2268 0.9216
C -0.2997 -2.0520 2.2778
O -2.0088 0.6186 -1.3316
C -1.8059 0.5673 -2.7369
C -2.2900 -0.7574 -3.3008
O -1.5209 1.2680 0.7956
C -1.8113 1.0231 2.1584
C -0.6186 1.3323 3.0393
H -0.2197 -2.5731 0.1942
H -1.7186 -3.0082 0.9948
H 0.4988 -1.3079 2.2279
H 0.1336 -2.9939 2.6225
H -1.0206 -1.7192 3.0279
H -0.7600 0.7529 -2.9840
H -2.3813 1.3824 -3.1850
H -1.9274 -1.6123 -2.7260
H -1.9690 -0.8745 -4.3396
H -3.3823 -0.8043 -3.2686
H -2.2058 0.0246 2.3327
H -2.6268 1.7020 2.4305
H 0.2956 0.8673 2.6624
H -0.8003 0.9960 4.0626
H -0.4360 2.4106 3.0616
O 0.3597 2.2265 6.6479
P 1.6414 2.1251 7.4852
O 1.1141 3.1907 8.6551
C -0.1831 3.0663 9.2297
C -0.2123 2.0760 10.3787
O 2.5223 3.2041 6.5866
C 2.2102 3.3945 5.2098
C 1.2420 4.5526 5.0367
O 3.0844 1.9073 8.3742
C 3.2086 1.8875 9.7821
C 2.9581 0.5016 10.3404
H -0.9354 2.7949 8.4868
H -0.4560 4.0557 9.6075
H 0.0129 1.0668 10.0254
H -1.1974 2.0596 10.8509
H 0.5232 2.3344 11.1441
H 1.8227 2.4752 4.7690
H 3.1418 3.6239 4.6845
H 0.3966 4.4934 5.7246
H 0.8584 4.5847 4.0139
H 1.7466 5.5004 5.2455
H 2.5984 2.6451 10.2686
H 4.2434 2.1679 10.0060
H 2.0380 0.0655 9.9453
H 2.9051 0.5321 11.4311
H 3.7720 -0.1720 10.0568
O -7.3775 4.1083 0.8720
P -7.3544 3.6607 2.3381
O -6.3448 4.8861 2.8507
C -6.5845 6.2389 2.4752
C -7.5803 6.9240 3.3921
O -6.2050 2.4788 2.1561
C -6.0188 1.8509 0.8920
C -4.9237 2.5468 0.1020
O -7.4568 3.0999 3.9494
C -7.4737 3.8971 5.1163
C -8.8784 4.3513 5.4561
H -6.9157 6.3233 1.4386
H -5.6246 6.7589 2.5426
H -8.5641 6.4550 3.3143
H -7.6847 7.9796 3.1307
H -7.2636 6.8660 4.4361
H -6.9561 1.8149 0.3360
H -5.7264 0.8131 1.0776
H -5.0431 3.6319 0.0914
H -4.9061 2.1880 -0.9298
H -3.9475 2.3472 0.5527
H -6.7716 4.7267 5.0689
H -7.1098 3.2620 5.9311
H -9.3870 4.7791 4.5894
H -8.8581 5.0870 6.2635
H -9.4810 3.4998 5.7851
*
```

- E_LUMO (eV) = -4.638
- HOMO energy (eV) = -11.2
- HOMO-LUMO gap (eV) = 6.56
- strongest force on any atom (eV/Å) = 9.26

***

Formula: C32H73N3O6
Source: the Open Molecules 2025 dataset
Level of theory: wB97M-V/def2-TZVPD

The geometry in ORCA input format:
```
! RIJCOSX wB97M-V def2-TZVPD def2/J DEFGRID3
* xyz 0 1
C 0.1312 5.8926 1.5268
C -1.2245 5.4419 2.0167
C -1.7794 6.6093 2.8864
C -2.1316 5.0423 0.8876
C -3.3951 4.2429 1.2600
C -2.9764 2.9809 1.9909
C -2.1515 3.3208 3.2665
C -3.0146 4.0438 4.2608
C -1.6502 2.0426 3.8778
N -1.0016 4.1650 2.8378
O -0.1392 4.4152 4.0274
H 0.0597 6.6106 0.7066
H 0.7729 6.2798 2.2895
H 0.6263 5.0010 1.1505
H -2.8604 6.5000 3.1365
H -1.2772 6.7498 3.8529
H -1.6289 7.5658 2.3332
H -2.3057 5.8905 0.2828
H -1.5501 4.3705 0.2213
H -4.0702 4.8412 1.9529
H -3.8933 4.0992 0.3140
H -2.2604 2.3348 1.3277
H -3.7855 2.2988 2.2851
H -3.7753 3.2990 4.6765
H -3.6520 4.8285 3.7878
H -2.5141 4.5250 5.1112
H -2.4818 1.4689 4.3281
H -0.9497 2.2264 4.6677
H -1.1338 1.4492 3.1372
H -0.5882 5.0709 4.5438
C -4.2357 -1.9407 4.2956
C -2.8518 -2.2262 3.7739
C -1.9166 -1.4323 4.5867
C -2.5564 -3.7236 3.8883
C -1.2952 -4.1030 3.1187
C -1.4572 -3.7277 1.6410
C -1.7402 -2.2653 1.4187
C -0.5114 -1.3733 1.5279
C -2.2834 -1.9922 0.0181
N -2.8370 -1.8495 2.3566
O -2.8529 -0.4251 2.3159
H -4.2767 -2.2641 5.2870
H -4.4632 -0.8986 4.3238
H -5.0453 -2.4528 3.7409
H -2.0463 -1.8763 5.6354
H -0.8850 -1.5714 4.2898
H -2.1091 -0.3727 4.6671
H -2.3211 -3.8400 4.9896
H -3.3656 -4.3030 3.5410
H -0.5166 -3.5214 3.6415
H -1.0868 -5.1633 3.3202
H -2.3452 -4.1177 1.1204
H -0.6476 -4.0065 0.9500
H 0.1776 -1.5396 0.6646
H 0.0639 -1.6738 2.4582
H -0.6908 -0.2974 1.5788
H -3.2643 -2.4271 -0.1363
H -1.6061 -2.2164 -0.7781
H -2.5524 -0.9245 -0.0957
H -3.7234 -0.2290 1.9440
C 2.1655 -4.3692 -6.1161
C 2.7005 -3.0201 -5.4728
C 4.1785 -3.1895 -5.3904
C 2.4103 -1.8221 -6.2429
C 0.9589 -1.3239 -6.0429
C 0.6351 -1.2015 -4.5938
C 0.8636 -2.4483 -3.8194
C 0.7403 -2.0982 -2.3424
C -0.1634 -3.5260 -4.1802
N 2.2254 -2.7662 -4.0929
O 2.7070 -3.8476 -3.2840
H 1.2373 -4.2473 -6.6810
H 2.8950 -4.6843 -6.8978
H 2.0727 -5.0166 -5.2882
H 4.4822 -4.1492 -4.9340
H 4.6368 -3.0472 -6.3607
H 4.6892 -2.4008 -4.7578
H 3.0770 -1.0337 -5.8173
H 2.5405 -1.9072 -7.3342
H 0.7381 -0.4010 -6.5138
H 0.3494 -2.1145 -6.4778
H -0.3923 -0.9604 -4.5258
H 1.2294 -0.3912 -4.1726
H -0.1611 -1.5423 -2.0271
H 1.6173 -1.4661 -2.1198
H 0.7342 -2.9592 -1.6823
H 0.2063 -4.4403 -3.7209
H -0.2879 -3.7856 -5.2576
H -1.1187 -3.3541 -3.6870
H 3.0299 -3.4360 -2.4742
C 5.7447 -0.7278 -0.2161
C 4.5805 -0.8760 -1.1533
C 4.8326 -0.6123 -2.6437
O 4.2422 -2.2760 -1.1577
H 5.9524 0.3096 0.0165
H 6.6374 -1.2393 -0.5913
H 5.3396 -1.1330 0.7448
H 3.7053 -0.3312 -0.8816
H 5.7757 -0.9218 -3.0269
H 4.6780 0.4533 -2.8621
H 4.0181 -1.0428 -3.1866
H 4.6246 -2.7011 -0.3287
C 0.3856 2.4742 -1.8321
O -0.7215 1.8942 -1.1650
H 0.2179 2.6167 -2.8935
H 0.8326 3.4225 -1.4657
H 1.1991 1.7894 -1.8930
H -0.4683 1.8695 -0.2020
C 1.8151 2.0078 1.1845
O 0.4743 2.3575 1.2363
H 1.9500 0.9907 0.7368
H 2.4594 2.7878 0.7113
H 2.2077 1.9587 2.2148
H 0.3623 3.0259 1.9345
*
```

- E_LUMO (eV) = 0.554
- HOMO energy (eV) = -8.1
- HOMO-LUMO gap (eV) = 8.64
- strongest force on any atom (eV/Å) = 3.55

***

Formula: C32H73O9PSi
Source: the Open Molecules 2025 dataset
Level of theory: wB97M-V/def2-TZVPD

The geometry in ORCA input format:
```
! RIJCOSX wB97M-V def2-TZVPD def2/J DEFGRID3
* xyz 0 1
C -2.6737 -2.6922 -1.4562
C -3.5958 -1.6193 -0.9189
Si -3.9473 -0.0805 -2.0240
C -4.6647 1.4445 -1.0926
C -3.5429 2.3582 -0.3099
C -4.2443 3.3150 0.8451
C -3.4300 3.3071 2.2869
C -3.7819 4.6063 3.2399
C -2.3831 5.5199 3.3177
C -2.6677 7.0600 3.8274
C -1.6970 7.5685 5.0470
C -0.0886 7.4294 4.7611
C 0.4378 8.2575 3.4281
C 0.5079 7.1724 2.2009
C 1.6101 7.5591 1.0201
C 1.7512 6.2183 0.0572
C 1.2242 6.4350 -1.4795
C 0.0740 5.3807 -1.9795
C 0.2916 3.8285 -1.5013
C 1.6398 3.1018 -2.0996
C 2.9845 3.2964 -1.1670
P -2.1191 0.3218 -3.1780
O -1.9400 -0.8503 -4.2682
O -0.7482 0.1723 -2.0683
O -2.1140 1.8530 -4.0247
H -2.9170 -3.8376 -1.2533
H -1.6835 -2.4607 -2.0622
H -4.0778 -1.7931 0.1437
H -4.9730 -0.4965 -3.0138
H -5.4425 1.0408 -0.2834
H -5.2989 2.0688 -1.8779
H -2.6583 1.7283 0.1284
H -3.0834 3.0985 -1.1227
H -4.3539 4.4120 0.3997
H -5.3368 2.8965 1.0166
H -2.2725 3.2498 2.0272
H -3.7661 2.3244 2.8748
H -4.1760 4.3117 4.3106
H -4.6195 5.2274 2.7025
H -1.9694 5.5224 2.2043
H -1.5512 4.9955 3.9708
H -2.6313 7.8645 2.9496
H -3.7869 7.1135 4.2353
H -1.9275 6.8929 5.9996
H -1.9127 8.6861 5.3198
H 0.4753 7.8859 5.7028
H 0.2040 6.2791 4.7421
H 1.4753 8.7412 3.6767
H -0.3628 9.1098 3.1921
H 0.8737 6.1516 2.6699
H -0.5386 7.0946 1.6660
H 2.6880 7.7762 1.4848
H 1.1831 8.4996 0.4699
H 2.9236 6.0091 -0.0222
H 1.2420 5.3415 0.6420
H 0.7189 7.5160 -1.5078
H 2.1376 6.5137 -2.2423
H -1.0355 5.7071 -1.6857
H 0.0831 5.4050 -3.1727
H -0.6313 3.2137 -1.9421
H 0.2104 3.6809 -0.3221
H 1.4092 1.9311 -2.0916
H 1.7949 3.3830 -3.2303
H 3.4731 4.3217 -1.5053
H 3.7187 2.4046 -1.4369
H 2.6966 3.2800 -0.0262
H 0.0359 -0.1116 -2.6242
H -2.6002 2.4892 -3.4046
C -0.2383 -4.2938 -4.1377
O -1.3267 -4.9928 -3.5449
C -2.0447 -5.7851 -4.4965
C -1.6643 -7.2647 -4.3887
O -0.3075 -7.4831 -4.7883
C 0.5654 -7.6365 -3.6760
H 0.3925 -3.8990 -3.3357
H 0.3716 -4.9458 -4.7686
H -0.6174 -3.4542 -4.7287
H -1.8877 -5.4102 -5.5159
H -3.1087 -5.6785 -4.2610
H -2.2954 -7.8402 -5.0738
H -1.8385 -7.6437 -3.3741
H 0.4151 -8.6215 -3.2230
H 0.4107 -6.8584 -2.9254
H 1.5956 -7.5693 -4.0361
C 5.7620 -1.3581 1.5997
O 6.2304 -0.5174 2.6478
C 6.4395 0.8292 2.2100
C 5.2887 1.7410 2.6458
O 4.0718 1.3991 1.9747
C 3.1942 0.6421 2.7991
H 5.4116 -2.2949 2.0431
H 4.9331 -0.9038 1.0505
H 6.5836 -1.5833 0.9125
H 6.5852 0.8693 1.1230
H 7.3625 1.1784 2.6844
H 5.5305 2.7708 2.3634
H 5.1552 1.7145 3.7343
H 2.7369 1.2961 3.5482
H 3.7105 -0.1822 3.2958
H 2.4046 0.2252 2.1682
C -0.7190 -10.2266 -0.8978
O 0.6571 -10.0481 -0.5828
C 0.9373 -10.3188 0.7946
C 1.5732 -11.7008 0.9718
O 0.6481 -12.7440 0.6494
C 0.8815 -13.2935 -0.6415
H -0.8235 -10.2280 -1.9868
H -1.1076 -11.1727 -0.5117
H -1.3012 -9.3931 -0.4925
H 0.0309 -10.2199 1.4053
H 1.6509 -9.5588 1.1294
H 1.8453 -11.8295 2.0246
H 2.4892 -11.7928 0.3752
H 1.7725 -13.9287 -0.6157
H 1.0048 -12.5169 -1.3994
H 0.0197 -13.9085 -0.9140
*
```

- E_LUMO (eV) = 0.177
- HOMO energy (eV) = -8.9
- HOMO-LUMO gap (eV) = 9.06
- strongest force on any atom (eV/Å) = 6.92

***

Formula: C32H74IN7O8P
Source: the Open Molecules 2025 dataset
Level of theory: wB97M-V/def2-TZVPD

The geometry in ORCA input format:
```
! RIJCOSX wB97M-V def2-TZVPD def2/J DEFGRID3
* xyz 1 1
C 5.1271 -0.3519 0.9495
C 4.4208 -1.2597 1.9779
C 3.5229 -2.2921 1.2500
C 2.0960 -1.7267 1.0549
C 1.5079 -2.0136 -0.3243
C 0.1592 -1.3318 -0.5966
C 0.3144 0.2125 -0.7127
P -0.4354 1.2302 0.5856
I -0.7625 0.0832 2.6832
C -2.1539 1.7686 0.1170
O -2.8655 1.8801 1.3164
C -4.2442 1.5240 1.2653
C -4.4666 0.0102 1.1079
O -5.5957 -0.3833 1.8331
C -6.7525 -0.7293 1.0626
C -6.8838 -2.2461 0.9681
N 0.6193 2.5144 0.9481
C 0.4862 3.7370 0.1050
C 0.8069 3.4506 -1.3650
H 4.4626 -0.2029 0.0970
H 5.3751 0.6258 1.3636
H 6.0399 -0.8298 0.6000
H 5.1340 -1.7577 2.6335
H 3.7956 -0.6370 2.6232
H 3.9394 -2.5341 0.2747
H 3.4561 -3.1728 1.8890
H 1.4388 -2.1537 1.8158
H 2.1052 -0.6409 1.2101
H 1.3621 -3.0910 -0.4398
H 2.2140 -1.7154 -1.1030
H -0.6013 -1.5962 0.1417
H -0.1849 -1.7075 -1.5603
H -0.0873 0.5347 -1.6758
H 1.3806 0.4490 -0.7376
H -2.1206 2.7381 -0.3903
H -2.5325 1.0161 -0.5827
H -4.7983 2.1018 0.5199
H -4.6488 1.7966 2.2400
H -4.5550 -0.2394 0.0431
H -3.5896 -0.5319 1.4802
H -7.6296 -0.3598 1.5957
H -6.7555 -0.2477 0.0821
H -6.9698 -2.6330 1.9821
H -7.7881 -2.4910 0.4115
H -6.0236 -2.7016 0.4769
H 0.4029 2.7870 1.9073
H 1.2449 4.4280 0.4741
H -0.4753 4.2386 0.2306
H 0.9342 4.3835 -1.9063
H 1.7361 2.8842 -1.3970
H 0.0020 2.8772 -1.8290
C 4.7649 -1.5467 -4.3541
C 4.4440 -2.4520 -3.1967
O 4.2472 -2.0321 -2.0586
N 4.3880 -3.7802 -3.4532
C 4.6245 -4.4511 -4.7188
H 4.7913 -0.5174 -4.0059
H 5.7352 -1.7790 -4.7935
H 3.9975 -1.6375 -5.1255
H 4.1706 -4.3430 -2.6458
H 3.7366 -5.0102 -5.0190
H 5.4593 -5.1463 -4.6216
H 4.8661 -3.7293 -5.4920
C 7.0878 -3.6189 -8.1230
C 7.3739 -2.2424 -7.5734
O 7.1049 -1.9346 -6.4145
N 7.9280 -1.3360 -8.4070
C 8.3050 -1.5044 -9.7980
H 6.6441 -4.2230 -7.3372
H 6.3924 -3.5620 -8.9610
H 8.0080 -4.0991 -8.4557
H 8.0690 -0.4261 -7.9900
H 9.3708 -1.3099 -9.9205
H 7.7489 -0.8008 -10.4181
H 8.0945 -2.5131 -10.1366
C -8.5646 0.1293 4.3170
C -9.8168 0.3645 3.5079
O -10.0400 -0.2657 2.4845
N -10.6838 1.3101 3.9477
C -10.5795 2.1465 5.1297
H -7.9954 -0.6585 3.8323
H -7.9557 1.0341 4.3538
H -8.8009 -0.1848 5.3340
H -11.4947 1.4165 3.3585
H -11.4289 1.9692 5.7904
H -10.5742 3.1995 4.8446
H -9.6671 1.9304 5.6748
C -4.4072 0.0202 4.9972
C -4.9657 -0.7568 6.1662
O -5.2482 -0.2099 7.2186
N -5.1403 -2.0937 6.0010
C -4.8732 -2.8963 4.8217
H -4.3395 1.0663 5.2828
H -3.4081 -0.3379 4.7407
H -5.0582 -0.0674 4.1244
H -5.5086 -2.5547 6.8185
H -5.7897 -3.3800 4.4810
H -4.1375 -3.6690 5.0516
H -4.4911 -2.2790 4.0149
C -0.8051 3.2335 6.1509
C -0.4000 3.2402 7.6079
O 0.6171 3.7956 7.9842
N -1.2168 2.5975 8.4827
C -2.4574 1.8891 8.2111
H -0.0602 3.7823 5.5820
H -0.8537 2.2100 5.7763
H -1.7755 3.7142 6.0195
H -0.8918 2.6385 9.4359
H -3.2804 2.3426 8.7635
H -2.3721 0.8454 8.5157
H -2.6965 1.9205 7.1537
C 5.7817 1.0692 -6.5056
C 6.5902 1.9852 -7.3906
O 7.2842 1.5467 -8.2963
N 6.5387 3.3198 -7.1426
C 5.7864 4.0115 -6.1153
H 5.9535 0.0562 -6.8570
H 6.1127 1.1293 -5.4683
H 4.7139 1.2867 -6.5642
H 7.1081 3.8681 -7.7681
H 5.0900 4.7182 -6.5707
H 6.4632 4.5629 -5.4605
H 5.2222 3.3059 -5.5148
*
```

- E_LUMO (eV) = -3.726
- HOMO energy (eV) = -10.7
- HOMO-LUMO gap (eV) = 6.99
- strongest force on any atom (eV/Å) = 1.49